No. 1
DFT (wB97M-V/def2-TZVPD) results for a 9-piece molecular cluster, C31H62F3N2O10PS8 overall in a non-equilibrium geometry.

Each line ends with the Löwdin charge.
CARTESIAN COORDINATES (ANGSTROEM)
C: 5.98779 0.18416 3.59692  0.028
C: 5.58472 0.37983 2.27047  -0.104
C: 4.92702 0.56226 0.75553  -0.213
C: 3.29063 0.61747 0.83799  -0.210
C: 2.71634 1.83678 1.82720  -0.159
C: 1.39381 2.49735 1.04760  -0.022
C: 1.43300 4.06981 0.47916  -0.049
C: 2.80317 4.97416 0.75504  -0.141
O: 2.72258 6.34515 0.22818  -0.042
C: 2.16772 7.29232 1.20757  -0.259
F: 0.72328 7.13042 1.49177  0.036
F: 2.31218 8.65994 0.58141  0.013
F: 2.89386 7.36244 2.49653  0.031
C: 0.10015 4.60164 -0.31531  -0.015
C: -1.20798 3.62971 -0.49282  -0.006
C: -1.27179 2.06917 0.09568  -0.147
N: -2.54800 1.31522 -0.14876  0.035
C: -2.42542 -0.04015 0.49049  -0.063
C: -1.13726 -0.63045 1.29146  -0.272
P: -1.22704 -2.39096 2.04454  0.787
O: 0.01662 -2.50662 3.04763  -0.569
N: 0.13469 0.14954 1.46555  0.079
C: 0.05192 1.52497 0.86704  -0.088
H: 6.16094 0.14201 4.76738  0.047
H: 5.25440 -0.39369 0.12050  0.118
H: 5.40452 1.48598 0.17287  0.101
H: 2.80341 -0.43202 1.12951  0.126
H: 2.87938 0.89287 -0.24421  0.112
H: 2.34241 1.30372 2.82401  0.127
H: 3.55718 2.61982 2.04827  0.098
H: 3.13941 4.89118 1.87523  0.139
H: 3.65609 4.42829 0.12277  0.148
H: 0.12388 5.71890 -0.71186  0.098
H: -2.17947 4.04593 -1.04732  0.096
H: -3.37881 -0.75415 0.41050  0.107
H: -1.02123 -3.40356 1.03441  0.010
H: -2.41014 -2.58588 2.84414  0.008
C: 0.11930 9.49072 4.45806  -0.273
S: 0.32631 8.01294 5.48067  0.801
O: -0.97362 7.76718 6.18651  -0.560
C: 1.45896 8.76651 6.67457  -0.274
H: -0.58842 9.26204 3.65750  0.050
H: -0.27217 10.31297 5.06193  0.056
H: 1.08034 9.77059 4.02029  0.049
H: 0.98611 9.63218 7.14404  0.055
H: 2.37742 9.06913 6.16683  0.050
H: 1.69765 8.02478 7.44069  0.049
C: -6.94490 0.90692 3.51456  -0.268
S: -6.60440 -0.55542 2.50559  0.807
O: -5.22140 -1.02528 2.84469  -0.582
C: -6.50782 0.32317 0.92607  -0.275
H: -7.00886 0.59892 4.56103  0.048
H: -6.13932 1.63649 3.40162  0.058
H: -7.89679 1.34826 3.21008  0.054
H: -5.72869 1.08762 0.97015  0.051
H: -7.47331 0.78278 0.70349  0.040
H: -6.26264 -0.39866 0.14317  0.040
C: 2.33783 -5.94879 -1.26340  -0.259
S: 0.64160 -6.37111 -0.79773  0.787
O: -0.16922 -5.11112 -0.85646  -0.574
C: 1.00153 -6.70501 0.94443  -0.261
H: 2.34736 -5.66556 -2.31875  0.050
H: 2.69428 -5.10956 -0.66122  0.058
H: 2.98452 -6.81718 -1.11759  0.056
H: 1.43855 -5.81997 1.41251  0.061
H: 1.69025 -7.54931 1.02039  0.055
H: 0.06543 -6.95629 1.44904  0.039
C: 4.48098 4.35309 -3.76708  -0.264
S: 4.54872 2.54640 -3.70630  0.800
O: 3.42311 2.08206 -2.83118  -0.572
C: 6.07099 2.44709 -2.73213  -0.267
H: 3.57634 4.64826 -4.30426  0.055
H: 4.44876 4.76158 -2.75412  0.045
H: 5.35608 4.73462 -4.29831  0.043
H: 5.94209 2.97076 -1.78211  0.040
H: 6.89560 2.88872 -3.29598  0.053
H: 6.28946 1.39413 -2.53818  0.048
C: -8.61603 -1.84597 -2.04204  -0.273
S: -10.13888 -1.34548 -1.20368  0.813
O: -9.74919 -0.50685 -0.02331  -0.567
C: -10.56332 -2.99225 -0.58390  -0.271
H: -8.15221 -0.95776 -2.47793  0.052
H: -7.92566 -2.29950 -1.32672  0.055
H: -8.85261 -2.55617 -2.83779  0.051
H: -9.75515 -3.37585 0.04307  0.059
H: -10.73834 -3.66600 -1.42556  0.051
H: -11.47647 -2.91317 0.01106  0.051
C: 7.05901 3.39009 -8.90925  -0.271
S: 5.61586 3.02858 -7.88015  0.822
O: 6.00794 3.26927 -6.45299  -0.585
C: 5.63207 1.23945 -8.15383  -0.266
H: 7.26168 4.46263 -8.85775  0.050
H: 7.92893 2.84032 -8.54189  0.058
H: 6.84903 3.11245 -9.94482  0.052
H: 6.58818 0.82033 -7.83199  0.058
H: 5.46719 1.02989 -9.21300  0.052
H: 4.82540 0.79253 -7.56763  0.052
C: -1.25168 -5.94499 4.79704  -0.261
S: -3.02381 -5.67889 4.54969  0.819
O: -3.17869 -4.54542 3.58032  -0.590
C: -3.34978 -5.02583 6.20601  -0.268
H: -0.82410 -6.32137 3.86452  0.034
H: -0.76461 -5.00385 5.06349  0.061
H: -1.09919 -6.68377 5.58730  0.052
H: -2.73584 -4.14049 6.38665  0.061
H: -3.13105 -5.79351 6.95151  0.050
H: -4.40597 -4.75262 6.26842  0.050
C: -0.10240 -8.09459 -5.22653  -0.267
S: -0.43820 -8.56523 -3.51243  0.787
O: 0.86378 -8.98079 -2.89550  -0.576
C: -1.35825 -10.07311 -3.90730  -0.270
H: 0.50264 -7.18466 -5.22408  0.050
H: 0.44654 -8.89169 -5.73376  0.057
H: -1.04463 -7.89933 -5.74389  0.053
H: -0.73308 -10.75006 -4.49404  0.057
H: -2.26056 -9.81533 -4.46617  0.052
H: -1.64055 -10.56119 -2.97126  0.051

Output
- lowest unoccupied orbital energy (eV) = -0.81
- orbital gap (eV) = 6.9
- charge = 0
- electronic energy (eV) = -160706.169

***

No. 2
DFT (wB97M-V/def2-TZVPD) results for C31H63Br2O8PS as an isolated structure in a non-equilibrium geometry.

Each line ends with the Löwdin charge.
CARTESIAN COORDINATES (ANGSTROEM)
C: 9.79365 0.43740 -1.57584  -0.174
C: 9.16086 -0.92527 -1.88415  -0.564
S: 7.58454 -1.10549 -1.00884  0.778
C: 6.32629 -0.84690 -2.31386  -0.715
P: 5.04893 0.28080 -1.60680  0.857
C: 5.21741 1.83716 -2.58134  -0.280
C: 3.34579 -0.29209 -2.14239  -0.817
Br: 3.38271 -2.08108 -2.92240  0.710
C: 2.25826 -0.16565 -0.97494  -0.746
C: 2.74803 0.53704 0.27988  -0.213
Br: 1.60600 -1.92314 -0.40011  0.690
H: 10.01527 0.45382 -0.51477  0.062
H: 9.05815 1.20873 -1.78115  0.055
H: 10.70187 0.59527 -2.14912  0.066
H: 9.07118 -1.09958 -2.95171  0.068
H: 9.82684 -1.69173 -1.49877  0.056
H: 5.93935 -1.82048 -2.58134  -0.044
H: 6.80197 -0.43942 -3.20141  0.042
H: 6.01887 2.44709 -2.18366  0.030
H: 4.27755 2.36526 -2.43917  0.033
H: 5.32884 1.66082 -3.64714  0.040
H: 2.97860 0.35098 -2.93250  0.047
H: 1.39628 0.33315 -1.39525  0.067
H: 3.51292 -0.06893 0.74544  0.050
H: 3.09482 1.54441 0.07505  0.073
H: 1.92525 0.57142 0.98887  0.048
C: -1.73301 -1.55411 -5.29593  -0.021
C: -0.46980 -1.48626 -4.48537  -0.492
O: 0.05909 -0.42800 -4.20782  0.033
C: 0.12582 -2.78981 -4.02010  -0.041
H: -2.04873 -0.54450 -5.55399  0.081
H: -1.56660 -2.11925 -6.20787  0.067
H: -2.51917 -2.03756 -4.71673  0.091
H: 0.38632 -3.40768 -4.88199  0.087
H: -0.58732 -3.33135 -3.39386  0.084
H: 1.02004 -2.55492 -3.44461  -0.046
C: -1.37617 -0.47025 -1.33978  -0.050
C: -2.86249 -0.23008 -1.27156  -0.489
O: -3.44856 0.41614 -2.11071  0.060
C: -3.58987 -0.84466 -0.10063  -0.018
H: -0.96888 0.01398 -2.22562  0.063
H: -0.89358 -0.06131 -0.44993  0.077
H: -1.17962 -1.54105 -1.39609  0.050
H: -3.18704 -0.45160 0.83486  0.084
H: -3.46463 -1.92945 -0.11724  0.066
H: -4.64909 -0.60418 -0.16326  0.078
C: -1.49651 -6.27405 -7.26181  -0.022
C: -2.44083 -5.09622 -7.21677  -0.489
O: -2.40875 -4.29306 -6.31432  0.060
C: -3.42789 -4.95900 -8.34917  -0.016
H: -0.84428 -6.25014 -6.39172  0.078
H: -2.06237 -7.20692 -7.25833  0.083
H: -0.88763 -6.23134 -8.16633  0.084
H: -4.07428 -5.83774 -8.39040  0.084
H: -2.89684 -4.86329 -9.29772  0.087
H: -4.03563 -4.07033 -8.19180  0.072
C: 1.43572 2.48961 4.83684  -0.020
C: 0.90539 1.27326 4.12756  -0.501
O: 0.41395 1.33846 3.02304  0.050
C: 1.01145 -0.04191 4.86085  -0.021
H: 1.29899 3.36468 4.20519  0.084
H: 0.89173 2.63565 5.77053  0.051
H: 2.49972 2.36527 5.04810  0.087
H: 0.45955 0.01152 5.80072  0.084
H: 2.05751 -0.26676 5.07479  0.084
H: 0.59533 -0.83604 4.24468  0.078
C: -2.90654 3.44544 6.72911  -0.018
C: -1.66978 3.85977 7.48750  -0.486
O: -0.58965 3.36701 7.24725  0.054
C: -1.83931 4.91209 8.55217  -0.033
H: -2.64746 2.68641 5.99444  0.080
H: -3.64792 3.03814 7.41825  0.085
H: -3.33507 4.30705 6.21539  0.087
H: -2.53726 4.56138 9.31372  0.084
H: -2.22442 5.83372 8.11755  0.086
H: -0.87821 5.11800 9.01543  0.079
C: -0.18232 -5.18025 0.06528  -0.034
C: -1.65690 -4.86391 0.10251  -0.497
O: -2.17815 -4.17854 -0.74723  0.058
C: -2.45228 -5.43589 1.25057  -0.022
H: 0.26145 -4.70447 -0.80700  0.055
H: 0.30043 -4.79525 0.96536  0.082
H: -0.02534 -6.25824 0.00247  0.087
H: -2.05516 -5.06971 2.19862  0.086
H: -2.39561 -6.52544 1.23849  0.084
H: -3.49244 -5.13234 1.15869  0.081
C: -0.93189 8.79180 12.00648  -0.024
C: -1.43371 7.54368 11.32264  -0.498
O: -1.90556 7.58181 10.21003  0.065
C: -1.31719 6.25235 12.09632  -0.019
H: -1.07158 9.64641 11.34927  0.081
H: -1.48435 8.95878 12.93243  0.085
H: 0.12917 8.68993 12.23956  0.086
H: -1.88372 6.32231 13.02606  0.087
H: -0.27114 6.05110 12.33240  0.089
H: -1.71075 5.43243 11.50205  0.063
C: -4.75854 1.11419 -8.16889  -0.024
C: -4.89553 -0.25466 -7.54787  -0.507
O: -4.22017 -1.18677 -7.91631  0.058
C: -5.90946 -0.40559 -6.44086  -0.020
H: -3.99800 1.08577 -8.94544  0.080
H: -5.70840 1.42192 -8.60916  0.083
H: -4.46652 1.84092 -7.40928  0.086
H: -6.90658 -0.15967 -6.81027  0.083
H: -5.66140 0.26117 -5.61343  0.088
H: -5.90396 -1.43215 -6.08257  0.081

Output
- lowest unoccupied orbital energy (eV) = 0.61
- orbital gap (eV) = 8.6
- charge = 0
- electronic energy (eV) = -209756.898